[1]
{"formula": "C5H10N2", "method": "ωB97M-V/def2-TZVPD", "elements": ["C", "C", "N", "C", "C", "C", "N", "H", "H", "H", "H", "H", "H", "H", "H", "H", "H"], "coordinates": [[0.017, 2.410, -0.010], [0.143, 1.554, -1.219], [-0.187, 0.270, -1.135], [-0.985, -0.277, -0.192], [-0.653, -1.543, 0.481], [0.516, -2.383, 0.122], [0.542, -1.620, 1.365], [0.228, 1.780, 0.872], [-0.970, 2.859, 0.174], [0.750, 3.223, -0.048], [0.539, 1.915, -2.159], [0.201, -0.357, -1.839], [-1.637, 0.421, 0.316], [-1.507, -2.048, 0.927], [0.460, -3.460, 0.260], [1.168, -2.079, -0.697], [1.086, -0.769, 1.222]], "forces_ev_per_angstrom": [[0.0, 0.1, 0.0], [0.0, -0.1, 0.0], [0.0, -0.1, 0.0], [0.1, 0.1, 0.2], [-0.2, -0.1, -0.1], [0.0, -0.2, -0.3], [0.2, 0.2, 0.1], [-0.1, 0.1, -0.1], [0.1, -0.1, -0.1], [-0.2, 0.0, 0.0], [0.1, -0.1, 0.1], [-0.1, 0.1, 0.1], [0.2, 0.0, 0.1], [0.1, 0.0, -0.1], [0.0, 0.2, -0.1], [-0.1, 0.0, 0.2], [-0.1, -0.1, 0.1]], "charge": 0, "homo_energy_ev": -6.58, "orbital_gap_ev": 7.48, "spin_multiplicity": 1}

---

[2]
{"formula": "C39H56N3O3SSeTi", "method": "ωB97M-V/def2-TZVPD", "elements": ["Ti", "C", "C", "C", "C", "C", "C", "C", "Se", "C", "C", "C", "C", "C", "C", "O", "C", "C", "C", "C", "C", "C", "C", "C", "C", "O", "C", "C", "C", "C", "C", "C", "H", "H", "H", "H", "H", "H", "H", "H", "H", "H", "H", "H", "H", "H", "H", "H", "H", "H", "H", "H", "H", "H", "H", "H", "H", "H", "H", "H", "H", "H", "H", "H", "H", "H", "H", "H", "H", "H", "H", "H", "O", "N", "C", "C", "C", "C", "C", "S", "H", "H", "H", "H", "C", "C", "N", "C", "C", "N", "C", "C", "H", "H", "H", "H", "H", "H", "H", "H", "H", "H", "H", "H"], "coordinates": [[0.370, 0.487, 0.142], [-3.232, 6.920, -0.772], [-1.783, 7.062, -0.303], [-1.770, 7.978, 0.930], [-0.984, 7.733, -1.431], [-1.155, 5.713, 0.049], [-1.839, 4.505, -0.068], [-1.233, 3.300, 0.259], [-2.117, 1.626, 0.050], [0.470, 1.003, -1.880], [-0.161, 1.276, -3.072], [0.600, 1.516, -4.226], [1.986, 1.427, -4.110], [2.671, 1.125, -2.932], [1.866, 0.918, -1.793], [2.273, 0.632, -0.549], [4.203, 1.063, -2.961], [4.669, 0.103, -4.068], [4.761, 2.465, -3.246], [4.809, 0.566, -1.644], [-0.021, 1.876, -5.577], [-1.549, 1.911, -5.512], [0.384, 0.845, -6.640], [0.461, 3.266, -6.022], [0.096, 3.277, 0.741], [0.622, 2.098, 1.091], [0.818, 4.479, 0.832], [0.160, 5.662, 0.492], [2.302, 4.592, 1.225], [3.074, 5.195, 0.038], [2.996, 3.273, 1.584], [2.436, 5.526, 2.439], [-3.641, 7.908, -1.005], [-3.856, 6.466, 0.000], [-3.298, 6.303, -1.669], [-2.210, 8.953, 0.694], [-0.752, 8.138, 1.289], [-2.342, 7.525, 1.743], [-1.425, 8.702, -1.690], [-0.982, 7.101, -2.321], [0.054, 7.897, -1.138], [-2.855, 4.466, -0.438], [-1.244, 1.331, -3.092], [2.585, 1.613, -5.000], [4.334, 0.422, -5.057], [4.275, -0.898, -3.883], [5.763, 0.050, -4.083], [4.393, 2.850, -4.201], [5.856, 2.445, -3.280], [4.452, 3.159, -2.462], [4.413, -0.412, -1.370], [4.584, 1.239, -0.818], [5.897, 0.494, -1.760], [-1.955, 0.940, -5.222], [-1.954, 2.173, -6.495], [-1.900, 2.649, -4.789], [0.040, -0.150, -6.350], [1.469, 0.801, -6.755], [-0.054, 1.098, -7.613], [0.175, 4.017, -5.282], [0.022, 3.540, -6.988], [1.548, 3.293, -6.121], [0.717, 6.591, 0.559], [2.992, 4.538, -0.831], [4.135, 5.296, 0.294], [2.694, 6.179, -0.244], [2.940, 2.542, 0.778], [2.557, 2.812, 2.468], [4.050, 3.491, 1.795], [2.038, 6.523, 2.235], [3.490, 5.629, 2.720], [1.893, 5.114, 3.293], [-0.437, -0.580, 1.540], [0.894, -0.956, 1.736], [1.377, -0.739, 3.038], [2.187, -1.648, 3.636], [2.549, -2.840, 2.970], [2.083, -3.050, 1.659], [1.274, -2.137, 1.023], [0.737, -2.112, -0.607], [1.057, 0.194, 3.474], [2.556, -1.434, 4.631], [3.195, -3.567, 3.446], [2.386, -3.924, 1.098], [-3.648, -1.712, 1.235], [-5.095, -2.183, 0.910], [-5.084, -3.114, -0.228], [-4.235, -4.262, 0.114], [-2.789, -3.783, 0.441], [-2.720, -2.341, 0.308], [-3.050, -1.954, -1.055], [-4.495, -2.425, -1.387], [-3.352, -1.987, 2.251], [-3.538, -0.630, 1.148], [-5.739, -1.341, 0.645], [-5.555, -2.698, 1.760], [-4.248, -4.953, -0.735], [-4.693, -4.777, 0.965], [-2.052, -4.221, -0.236], [-2.499, -4.049, 1.461], [-2.309, -2.402, -1.721], [-2.946, -0.870, -1.138], [-4.510, -3.118, -2.233], [-5.144, -1.581, -1.637]], "forces_ev_per_angstrom": [[-0.1, -0.1, 0.5], [0.0, 0.0, 0.0], [0.0, 0.0, 0.0], [0.0, 0.0, 0.0], [0.0, 0.0, 0.0], [0.0, 0.0, 0.0], [0.0, 0.0, 0.0], [-0.1, -0.1, 0.0], [0.1, 0.0, 0.0], [-0.1, -0.4, 0.2], [0.1, 0.2, -0.2], [-0.1, 0.0, 0.1], [0.0, 0.0, 0.0], [0.1, 0.0, 0.1], [0.0, 0.2, -0.1], [-0.1, -0.1, 0.1], [0.0, 0.0, 0.0], [0.0, 0.0, 0.0], [0.0, 0.0, 0.0], [0.0, 0.0, 0.0], [0.0, 0.0, 0.0], [0.0, 0.0, 0.0], [0.0, 0.0, 0.0], [0.0, 0.0, 0.0], [0.0, 0.0, 0.0], [-0.1, 0.3, -0.2], [0.1, 0.0, 0.0], [0.0, 0.0, 0.0], [0.0, 0.0, 0.0], [0.0, 0.0, 0.0], [0.0, 0.0, 0.0], [0.0, 0.0, 0.0], [0.0, 0.0, 0.0], [0.0, 0.0, 0.0], [0.0, 0.0, 0.0], [0.0, 0.0, 0.0], [0.0, 0.0, 0.0], [0.0, 0.0, 0.0], [0.0, 0.0, 0.0], [0.0, 0.0, 0.0], [0.0, 0.0, 0.0], [0.0, 0.0, 0.0], [0.0, 0.0, 0.0], [0.0, 0.0, 0.0], [0.0, 0.0, 0.0], [0.0, 0.0, 0.0], [0.0, 0.0, 0.0], [0.0, 0.0, 0.0], [0.0, 0.0, 0.0], [0.0, 0.0, 0.0], [0.0, 0.0, 0.0], [0.0, 0.0, 0.0], [0.0, 0.0, 0.0], [0.0, 0.0, 0.0], [0.0, 0.0, 0.0], [0.0, 0.0, 0.0], [0.0, 0.0, 0.0], [0.0, 0.0, 0.0], [0.0, 0.0, 0.0], [0.0, 0.0, 0.0], [0.0, 0.0, 0.0], [0.0, 0.0, 0.0], [0.0, 0.0, 0.0], [0.0, 0.0, 0.0], [0.0, 0.0, 0.0], [0.0, 0.0, 0.0], [0.0, 0.0, 0.0], [0.0, 0.0, 0.0], [0.0, 0.0, 0.0], [0.0, 0.0, 0.0], [0.0, 0.0, 0.0], [0.0, 0.0, 0.0], [0.1, 0.2, -0.1], [0.1, 0.0, -0.2], [-0.1, 0.0, -0.1], [0.0, -0.1, 0.0], [0.0, 0.0, 0.0], [0.0, 0.1, 0.1], [0.0, 0.0, -0.1], [0.0, -0.1, 0.0], [0.0, 0.0, 0.0], [0.0, 0.0, 0.0], [0.0, 0.0, 0.0], [0.0, 0.0, 0.0], [0.0, 0.0, 0.0], [0.0, 0.0, 0.0], [0.0, 0.0, 0.0], [0.0, 0.0, 0.0], [-0.1, 0.0, -0.1], [0.0, 0.0, 0.1], [0.0, 0.0, 0.0], [0.0, 0.0, 0.0], [0.0, 0.0, 0.0], [0.0, 0.0, 0.0], [0.0, 0.0, 0.0], [0.0, 0.0, 0.0], [0.0, 0.0, 0.0], [0.0, 0.0, 0.0], [0.0, 0.0, 0.0], [0.0, 0.0, 0.0], [0.0, 0.0, 0.0], [0.0, 0.0, 0.0], [0.0, 0.0, 0.0], [0.0, 0.0, 0.0]], "s2": 0.78, "charge": -2, "homo_energy_ev": [-0.27, -1.41], "orbital_gap_ev": [4.46, 5.60], "spin_multiplicity": 2}

---

[3]
{"formula": "C15H48N12O9", "method": "ωB97M-V/def2-TZVPD", "elements": ["C", "O", "N", "N", "H", "H", "H", "H", "C", "O", "N", "N", "H", "H", "H", "H", "C", "O", "N", "N", "H", "H", "H", "H", "C", "O", "N", "N", "H", "H", "H", "H", "C", "O", "N", "N", "H", "H", "H", "H", "C", "O", "N", "N", "H", "H", "H", "H", "C", "C", "C", "O", "H", "H", "H", "H", "H", "H", "H", "H", "C", "C", "C", "O", "H", "H", "H", "H", "H", "H", "H", "H", "C", "C", "C", "O", "H", "H", "H", "H", "H", "H", "H", "H"], "coordinates": [[3.210, 3.286, 1.128], [3.867, 4.116, 0.485], [3.399, 3.080, 2.446], [2.175, 2.604, 0.578], [2.784, 2.435, 2.911], [4.148, 3.546, 2.920], [1.649, 2.081, 1.269], [1.791, 2.905, -0.298], [-4.018, 0.262, 1.758], [-4.942, -0.376, 2.249], [-3.467, 1.379, 2.334], [-3.590, 0.058, 0.492], [-2.815, 1.995, 1.883], [-3.835, 1.667, 3.222], [-4.011, -0.644, -0.090], [-2.742, 0.431, 0.098], [-1.474, -5.086, -2.509], [-1.157, -5.981, -3.270], [-1.202, -3.770, -2.694], [-2.316, -5.233, -1.392], [-0.519, -3.558, -3.408], [-1.213, -3.173, -1.886], [-1.972, -4.795, -0.550], [-2.840, -6.069, -1.199], [-1.949, 4.372, 0.049], [-1.716, 4.513, 1.254], [-2.951, 5.067, -0.588], [-1.399, 3.363, -0.660], [-3.290, 5.858, -0.070], [-3.248, 4.897, -1.528], [-1.753, 3.359, -1.601], [-0.867, 2.631, -0.227], [2.369, -5.407, -2.797], [1.921, -6.031, -1.841], [3.107, -5.979, -3.790], [2.272, -4.052, -2.880], [3.262, -6.963, -3.668], [3.497, -5.370, -4.479], [2.706, -3.527, -3.613], [1.920, -3.577, -2.068], [-0.010, 2.002, 3.694], [0.489, 1.609, 2.632], [0.056, 1.245, 4.827], [-0.660, 3.172, 3.863], [0.412, 0.308, 4.866], [0.070, 1.732, 5.707], [-0.760, 3.883, 3.155], [-1.010, 3.362, 4.783], [-1.603, -3.626, 3.382], [-1.961, -4.242, 2.061], [-3.102, -3.441, 1.413], [-0.819, -4.262, 1.203], [-2.424, -3.811, 4.076], [-1.540, -2.535, 3.324], [-0.626, -4.001, 3.695], [-2.336, -5.263, 2.190], [-3.947, -3.377, 2.111], [-3.620, -3.986, 0.624], [-2.854, -2.392, 1.265], [-0.046, -4.584, 1.674], [1.682, 4.097, -2.510], [3.146, 4.434, -2.743], [3.623, 4.081, -4.168], [3.416, 5.808, -2.503], [1.530, 3.011, -2.463], [1.039, 4.325, -3.364], [1.294, 4.544, -1.596], [3.827, 3.859, -2.111], [2.978, 4.546, -4.911], [3.670, 2.991, -4.256], [4.679, 4.289, -4.347], [3.431, 5.963, -1.552], [1.125, -0.306, -1.394], [0.088, -0.640, -0.317], [0.748, -1.421, 0.853], [-0.560, 0.512, 0.187], [1.724, -1.163, -1.699], [1.772, 0.505, -1.057], [0.623, 0.036, -2.303], [-0.724, -1.279, -0.686], [1.310, -2.311, 0.560], [-0.069, -1.875, 1.414], [1.417, -0.717, 1.347], [-0.266, 0.601, 1.104]], "forces_ev_per_angstrom": [[0.3, 2.1, -1.7], [-0.1, -0.6, 0.4], [-0.2, -0.6, 0.5], [0.3, -0.9, 0.9], [0.2, 0.1, 0.3], [0.0, 0.0, 0.0], [-0.6, 0.1, -0.8], [0.0, 0.0, 0.0], [-1.2, 0.8, -0.3], [0.7, 0.1, 0.2], [0.2, -0.3, 0.7], [0.6, -0.5, -1.5], [0.0, 0.0, -0.2], [0.0, -0.1, 0.0], [-0.3, -0.2, 0.5], [0.2, 0.2, 0.5], [-1.2, -1.5, 0.4], [-0.2, 0.6, 0.1], [0.9, 0.8, -0.6], [0.2, 0.3, 0.2], [0.1, -0.1, 0.3], [-0.1, 0.1, 0.0], [0.0, 0.1, 0.0], [0.6, -0.4, -0.5], [-0.8, -1.1, 1.5], [0.1, 0.6, -0.4], [0.7, 0.3, 0.7], [-0.5, 1.2, -1.0], [-0.2, 0.0, -0.2], [0.0, 0.1, -0.1], [0.6, -1.0, -0.2], [0.1, -0.3, -0.1], [0.3, -0.7, 1.3], [0.1, 0.3, -0.7], [-0.7, 0.2, 0.5], [-0.4, 0.6, -0.1], [0.2, 0.0, -0.5], [0.4, -0.6, -0.4], [0.0, 0.1, 0.1], [0.0, 0.0, -0.1], [0.3, -0.3, -0.3], [-0.5, 0.0, 0.1], [-0.1, 0.3, 0.9], [0.2, 0.0, 0.3], [0.2, 0.1, -0.6], [-0.2, -0.1, 0.1], [0.1, -0.2, -0.4], [-0.2, 0.2, -0.1], [-0.2, 0.3, 0.2], [-0.7, 0.4, -0.4], [-0.7, -0.6, 0.9], [-0.3, 0.3, -0.6], [0.4, -0.3, 0.3], [0.1, 0.0, -0.3], [-0.2, -0.1, 0.5], [0.2, -0.1, 0.2], [0.3, 0.0, 0.5], [0.6, 0.5, -0.7], [0.2, -0.1, -0.7], [-0.1, -0.2, 0.1], [-0.1, -0.9, -0.3], [1.2, -0.2, -0.6], [0.0, -0.4, 0.6], [-0.2, 0.3, -0.2], [0.3, -0.1, 0.3], [0.1, 0.7, 0.1], [0.0, 0.1, -0.1], [-0.5, -0.1, 0.5], [0.2, -0.1, -0.2], [-0.8, 0.0, -0.2], [-0.1, 0.8, 0.2], [0.0, -0.2, 0.0], [-0.8, 0.4, -0.4], [0.9, -1.6, 0.2], [-0.7, 0.1, -0.9], [0.1, 0.4, 0.1], [0.0, -0.1, 0.3], [0.1, -0.2, 0.1], [0.0, 0.1, 0.0], [0.2, 0.0, -0.4], [0.2, 0.3, -0.5], [0.2, 0.6, 0.7], [-0.1, -0.2, 0.6], [-0.1, 0.4, 0.2]], "charge": 0, "homo_energy_ev": -9.17, "orbital_gap_ev": 9.26, "smiles": "NC(N)=O.NC(N)=O.NC(N)=O.NC(N)=O.NC(N)=O.NC(N)=O.CC(C)O.CC(C)O.CC(C)O", "spin_multiplicity": 1}

---

[4]
{"formula": "H16O8", "method": "ωB97M-V/def2-TZVPD", "elements": ["O", "H", "H", "O", "H", "H", "O", "H", "H", "O", "H", "H", "O", "H", "H", "O", "H", "H", "O", "H", "H", "O", "H", "H"], "coordinates": [[0.242, 2.328, 1.711], [-0.096, 2.886, 2.420], [0.690, 2.928, 1.106], [2.307, 1.141, -0.721], [2.599, 0.607, -1.470], [2.554, 2.045, -0.939], [-1.590, -2.282, 1.411], [-0.914, -2.652, 1.989], [-2.223, -2.996, 1.280], [1.841, -0.114, 1.697], [1.337, 0.619, 2.079], [2.050, 0.188, 0.789], [-1.867, 2.190, -1.581], [-1.455, 1.433, -1.132], [-1.941, 1.905, -2.498], [2.206, -2.318, -0.118], [2.946, -2.723, 0.343], [1.829, -1.699, 0.530], [-2.607, -0.990, -2.676], [-3.468, -0.613, -2.469], [-2.081, -0.847, -1.878], [-0.807, -0.201, -0.333], [-1.348, -0.896, 0.087], [-0.202, 0.060, 0.372]], "forces_ev_per_angstrom": [[0.1, 0.0, 0.2], [0.0, 0.0, -0.1], [-0.1, 0.0, 0.0], [0.1, 0.1, -0.3], [-0.1, 0.0, 0.1], [0.0, -0.1, 0.0], [-0.2, -0.2, 0.1], [0.1, 0.1, -0.1], [0.0, 0.0, 0.0], [-0.1, -0.2, -0.3], [0.0, 0.0, -0.1], [0.1, 0.3, 0.5], [0.1, 0.0, 0.0], [-0.1, 0.0, 0.0], [0.0, 0.0, 0.0], [-0.1, 0.1, 0.1], [0.0, 0.0, 0.0], [0.1, -0.3, 0.0], [-0.1, 0.0, 0.1], [0.0, 0.0, 0.0], [0.1, 0.1, -0.2], [-0.3, -0.2, 0.1], [0.4, 0.2, 0.1], [0.1, 0.1, -0.1]], "charge": 0, "homo_energy_ev": -10.57, "orbital_gap_ev": 10.78, "smiles": "O.O.O.O.O.O.O.O", "spin_multiplicity": 1}